The following is a quantum chemistry calculation of 2 unconnected molecules or ions with the total composition C4H10N3O at a distorted geometry, from the OMol25 dataset.

The geometry in XYZ format:
```
18
Properties=species:S:1:pos:R:3:forces:R:3:mulliken_charge:R:1
C 1.49176 -1.85210 -0.12850 -2.196 3.333 -0.499 0.236
C 0.38918 0.36580 -0.57642 0.720 2.215 0.217 -0.532
C -1.29902 0.05117 -2.21256 -0.515 -0.605 0.869 -0.153
C -1.02830 0.28795 -0.92202 -1.415 0.000 0.478 -0.173
N 0.93356 -0.86954 -0.34904 1.826 -3.519 0.364 0.255
N 1.96689 -2.97622 0.16240 0.981 -1.475 2.207 -0.369
N -0.22632 1.64098 2.22001 1.816 0.268 1.849 -0.793
O -2.45402 -0.45771 -2.68181 -0.473 0.512 -1.036 -0.469
H 1.04248 0.83951 -1.29785 -0.033 0.369 -0.398 0.392
H 0.60343 0.82260 0.39024 -0.494 0.782 0.093 0.324
H -0.43995 0.12625 -2.84419 0.181 0.007 -1.009 0.280
H -1.67986 0.29733 -0.01774 0.035 -0.238 -1.299 0.328
H 2.29033 -3.50956 -0.59127 0.727 -1.356 -0.881 0.259
H 2.25980 -3.14903 1.13400 -0.084 -0.175 -0.835 0.281
H -0.80174 2.39376 1.95408 -0.805 1.374 -0.904 0.248
H 0.43335 2.11614 2.90962 -0.861 -0.915 -1.191 0.257
H -0.85837 1.15203 2.83029 -0.171 -0.689 0.385 0.255
H -2.62622 -0.38164 -3.66296 0.761 0.113 1.589 0.373
```
Positions in Å, forces in eV/Å.

Its net charge is +1. For the HOMO-LUMO gap, the calculation gives 9.383 eV. The relative energy (zero: lowest compared OMol25 entry of this formula, charge and spin) comes out at 50.9 kcal/mol. Its molar mass is 116.14 g mol⁻¹. The calculation puts the HOMO energy at -12.626 eV.



The following is a quantum chemistry calculation of a gas-phase ion, C4H10N3O (charge +1) at a distorted geometry, from the OMol25 dataset.

The geometry in XYZ format:
```
18
Properties=species:S:1:pos:R:3:forces:R:3:mulliken_charge:R:1
C -0.42446 -0.66216 0.42582 -0.628 0.587 0.406 0.655
C -0.47437 1.32573 -0.29810 -3.946 3.326 -3.653 -0.438
C 1.73290 0.78989 -1.51749 1.613 -1.096 -0.862 -0.770
C -0.99751 -1.40123 2.50453 -1.209 0.765 1.960 -0.613
N -0.63392 0.54623 0.76399 0.590 -1.745 2.071 -0.360
N -0.14189 -0.83217 -0.91209 0.096 0.893 -0.762 -0.298
N 0.26485 0.43206 -1.47269 1.215 0.339 3.032 0.058
O -0.53103 -1.71884 1.17318 0.083 -0.451 0.092 -0.379
H -1.57629 1.59272 -0.79318 2.636 -0.654 0.844 0.290
H -0.03205 2.30715 -0.08834 0.713 -0.506 -0.590 0.362
H 2.29247 0.37304 -0.63664 -0.625 0.015 -1.065 0.300
H 2.12982 0.42758 -2.57187 -0.464 0.662 2.460 0.309
H 1.84117 1.88292 -1.42749 -0.355 -0.412 -0.358 0.377
H -1.12178 -2.31827 3.17107 1.485 0.989 -1.148 0.261
H -2.09111 -1.15592 2.47000 0.994 0.557 -0.453 0.292
H -0.38246 -0.48231 2.90375 -1.264 -2.213 -0.450 0.307
H 0.10275 -1.71782 -1.26697 0.831 -0.785 -0.871 0.257
H 0.04292 0.61140 -2.42749 -1.766 -0.272 -0.652 0.390
```
Positions in Å, forces in eV/Å.

Its net charge is +1. For the HOMO-LUMO gap, the calculation gives 10.640 eV. The relative energy (zero: lowest compared OMol25 entry of this formula, charge and spin) comes out at 71.0 kcal/mol. Its molar mass is 116.14 g mol⁻¹. As for the SMILES: COC1=NC[N@@H+](C)N1. The calculation puts the HOMO energy at -13.828 eV.



The following is a quantum chemistry calculation of a gas-phase ion, C4H10N3O2 (charge +1) at a distorted geometry, from the OMol25 dataset.

The geometry in XYZ format:
```
19
Properties=species:S:1:pos:R:3:forces:R:3:mulliken_charge:R:1
C -2.28118 -0.65358 -0.01331 -1.063 -1.829 -0.439 0.637
C 0.14176 -1.16315 -0.34223 -0.757 -0.751 -3.467 -0.551
C -1.91579 0.68270 -0.55448 1.162 1.193 2.029 -0.095
C 1.90587 0.29062 -0.05480 0.009 3.249 5.182 -0.851
N -1.28033 -1.55401 -0.15478 0.190 1.415 0.773 -0.110
N 0.47938 0.24683 -0.29075 -0.903 -0.544 -0.392 -0.120
N -0.47141 0.94797 0.50301 0.490 -0.321 0.397 -0.370
O -3.42928 -0.82313 0.41608 2.089 0.103 -0.626 -0.608
O -2.81872 1.53487 -0.21912 -0.468 1.958 -1.113 -0.480
H 0.85480 -1.62914 0.30352 -0.320 -1.303 0.631 0.385
H 0.36873 -1.38915 -1.43420 0.177 -0.420 1.425 0.323
H -1.29441 0.80181 -1.44197 -0.613 0.091 -0.212 0.464
H 2.25039 1.35877 0.33359 -1.068 -1.951 -0.530 0.338
H 2.15586 -0.42394 0.78367 0.313 0.662 -0.974 0.354
H 2.52163 0.23366 -0.87256 0.872 -0.958 -2.398 0.330
H -1.53894 -2.49672 0.03401 0.301 -0.807 0.360 0.252
H -0.07768 1.87991 0.54965 -0.659 0.662 -0.005 0.376
H -0.68553 0.63654 1.49312 0.583 0.033 -1.026 0.318
H -3.57066 1.07967 0.19133 -0.334 -0.481 0.386 0.408
```
Positions in Å, forces in eV/Å.

Its net charge is +1. For the HOMO-LUMO gap, the calculation gives 10.488 eV. The relative energy (zero: lowest compared OMol25 entry of this formula, charge and spin) comes out at 73.3 kcal/mol. Its molar mass is 132.14 g mol⁻¹. As for the SMILES: CN1CNC(=O)[C@@H](O)[NH2+]1. The calculation puts the HOMO energy at -14.349 eV.



The following is a quantum chemistry calculation of a gas-phase ion, C4H10N3O2S (charge +1) at a distorted geometry, from the OMol25 dataset.

The geometry in XYZ format:
```
20
Properties=species:S:1:pos:R:3:forces:R:3:mulliken_charge:R:1
C -1.39510 1.20171 0.77944 2.901 -0.611 2.110 -0.348
C -1.00409 0.00986 1.28112 -2.796 -0.982 0.174 -0.759
C -0.44118 2.40196 0.69076 -0.718 -2.244 -1.375 -0.464
C 0.81438 -0.04434 -0.17260 0.765 0.104 -3.496 0.186
N 1.88748 -0.86109 -0.02490 -1.562 0.605 1.622 -0.104
N 0.09015 -0.32961 -1.35309 0.121 -1.680 1.460 0.386
N 1.66978 -2.23693 -0.18334 1.533 -0.944 0.177 -0.492
O -0.65322 0.59954 -1.91339 -2.614 1.813 -0.834 -0.406
O -0.53680 -1.55541 -1.27137 -0.987 0.288 -0.332 -0.371
S 1.15728 1.60475 0.17171 0.786 1.773 0.234 -0.128
H -1.68644 0.49030 -1.92189 2.422 -0.464 0.874 0.386
H -2.35467 1.32259 0.43786 -2.114 0.278 -1.084 0.594
H -0.22399 -0.15289 2.00317 0.654 0.203 -0.193 0.379
H -1.72742 -0.86780 1.21213 0.955 1.325 0.132 0.228
H -0.90219 3.04293 -0.06011 0.785 0.272 -0.114 0.324
H -0.18149 2.93097 1.57552 -0.149 0.349 0.849 0.446
H 2.53279 -0.46330 0.65041 0.261 -0.662 0.325 0.256
H 1.19167 -2.64911 0.63530 0.571 0.386 -0.511 0.248
H 2.58056 -2.70850 -0.35872 -1.034 0.543 0.253 0.276
H -0.81748 -1.73562 -2.17801 0.223 -0.352 -0.270 0.362
```
Positions in Å, forces in eV/Å.

Its net charge is +1. For the HOMO-LUMO gap, the calculation gives 8.479 eV. The relative energy (zero: lowest compared OMol25 entry of this formula, charge and spin) comes out at 123.9 kcal/mol. Its molar mass is 164.21 g mol⁻¹. The calculation puts the HOMO energy at -13.404 eV.



The following is a quantum chemistry calculation of a gas-phase ion, C4H10N3S (charge +1) at a distorted geometry, from the OMol25 dataset.

The geometry in XYZ format:
```
18
Properties=species:S:1:pos:R:3:forces:R:3:mulliken_charge:R:1
C -0.19493 -0.95399 1.19196 1.606 -0.658 -0.348 -0.554
C -0.04133 -1.44764 -0.05405 -1.481 -2.242 -1.535 -0.196
C -0.79406 1.05821 0.13441 2.697 -0.497 1.211 -0.083
C 1.09346 -0.30476 -1.88054 -0.763 2.349 -0.906 -0.938
N -0.16768 0.43637 1.23444 -3.558 0.411 -1.301 0.509
N 0.68050 1.16702 1.97396 4.061 0.192 1.439 -0.826
N -0.10206 -0.48070 -1.08821 3.001 0.814 2.041 -0.138
S -2.44861 1.06710 -0.33186 -1.615 -0.207 0.455 -0.138
H 0.04771 -1.49284 2.10637 -0.547 0.014 -0.190 0.472
H -0.06308 -2.53099 -0.51950 0.506 2.016 1.898 0.383
H -0.24423 2.00395 -0.19104 -0.916 -1.293 0.368 0.371
H 1.05230 -0.67780 -2.86805 -0.271 -1.157 -0.953 0.367
H 1.18387 0.77756 -2.08521 0.204 -0.247 0.346 0.336
H 1.95103 -0.61561 -1.39207 1.552 -0.743 1.031 0.354
H 0.42606 1.32291 2.97541 0.018 -0.407 -1.326 0.265
H 1.70927 0.78696 1.89507 -2.617 1.017 0.374 0.271
H -0.86973 -0.31807 -1.60636 -3.531 -0.080 -1.901 0.309
H -3.21850 0.20232 0.50526 1.654 0.716 -0.703 0.235
```
Positions in Å, forces in eV/Å.

Its net charge is +1. For the HOMO-LUMO gap, the calculation gives 9.198 eV. The relative energy (zero: lowest compared OMol25 entry of this formula, charge and spin) comes out at 96.3 kcal/mol. Its molar mass is 132.21 g mol⁻¹. The calculation puts the HOMO energy at -13.426 eV.



The following is a quantum chemistry calculation of 2 unconnected molecules or ions with the total composition C4H10N4 at a distorted geometry, from the OMol25 dataset.

The geometry in XYZ format:
```
18
Properties=species:S:1:pos:R:3:forces:R:3:mulliken_charge:R:1
C -0.50858 -1.78300 -1.21175 0.118 0.003 -0.010 -1.280
N 0.40810 0.84995 1.26793 -2.029 1.386 -0.306 -0.086
C -0.16173 -0.36592 -0.81332 -0.785 -0.226 0.480 0.436
C -1.13955 0.54416 -0.65794 0.555 -0.227 -0.635 0.530
N 0.63014 1.73407 2.27022 0.778 -0.922 0.062 -0.635
N 1.98685 -1.09090 -0.32713 -0.391 0.032 0.027 -0.534
C -2.06002 1.42816 -0.90750 -0.313 0.026 0.092 -0.798
N 1.10089 -0.03541 -0.40266 1.491 0.117 -0.155 -0.214
H -0.16786 0.06790 1.57816 0.360 -0.279 0.328 0.225
H 1.18487 1.41402 3.05791 0.047 0.259 0.142 0.198
H 0.85819 2.66322 1.94220 0.141 -0.211 -0.035 0.215
H 1.69448 -1.87785 0.25083 0.006 0.090 -0.078 0.186
H 2.89431 -0.74680 -0.04666 -0.130 -0.004 -0.015 0.267
H -1.53665 -1.83420 -1.56300 0.019 0.033 0.022 0.364
H 0.16000 -2.11838 -2.00711 -0.019 -0.010 0.025 0.355
H -0.40252 -2.48145 -0.37513 -0.026 0.021 -0.050 0.300
H -2.16655 1.87503 -1.89413 0.133 -0.060 0.043 0.236
H -2.77435 1.75740 -0.16091 0.044 -0.030 0.064 0.233
```
Positions in Å, forces in eV/Å.

For the HOMO-LUMO gap (alpha / beta), the calculation gives 8.054 / 7.976 eV. The relative energy (zero: lowest compared OMol25 entry of this formula, charge and spin) comes out at 158.1 kcal/mol. Its molar mass is 114.15 g mol⁻¹. The calculation puts the HOMO energy (alpha / beta) at -7.518 / -7.119 eV.



The following is a quantum chemistry calculation of 3 unconnected molecules or ions with the total composition C4H10N4 at a distorted geometry, from the OMol25 dataset.

The geometry in XYZ format:
```
18
Properties=species:S:1:pos:R:3:forces:R:3:mulliken_charge:R:1
C -1.72976 -0.40137 1.20734 -2.317 0.338 -1.966 -0.703
C 0.32909 0.25227 -0.30643 2.225 -3.447 -4.129 0.434
C 1.58652 -1.68703 -1.92518 0.795 0.161 2.794 -0.601
C -0.29787 2.21712 0.52309 2.050 -1.999 0.698 -0.039
H -1.24668 -0.58372 2.40771 -1.957 0.975 -4.023 0.281
H -2.64248 -1.10489 0.86668 2.368 0.772 1.448 0.299
H -2.33802 0.67817 0.85874 2.183 -3.092 1.798 0.236
H 0.10738 -1.44755 0.95143 -2.451 2.322 -4.114 0.337
H 1.88001 0.42409 -1.20751 1.142 -0.773 -1.383 0.270
H 1.21952 -2.39970 -1.04280 1.237 0.367 -2.607 0.201
H 0.93256 -1.94911 -2.96432 2.177 1.208 2.721 0.207
H 3.07579 -1.61325 -1.94585 -4.993 -0.752 -0.435 0.255
H -0.67026 3.05378 0.00570 -0.751 1.598 0.137 0.383
H -0.98246 2.43305 2.36657 0.173 -0.931 -1.363 0.194
N -0.64779 -0.72353 0.03426 1.240 -1.062 7.303 -0.436
N 1.32874 -0.41716 -1.11727 0.161 0.917 -0.089 -0.165
N 0.59764 1.51539 -0.42396 -4.157 0.701 3.681 -0.598
N -0.50192 1.75344 1.71181 0.875 2.698 -0.471 -0.556
```
Positions in Å, forces in eV/Å.

For the HOMO-LUMO gap, the calculation gives 8.600 eV. The relative energy (zero: lowest compared OMol25 entry of this formula, charge and spin) comes out at 203.9 kcal/mol. Its molar mass is 114.15 g mol⁻¹. The calculation puts the HOMO energy at -8.326 eV.



The following is a quantum chemistry calculation of C4H10N4 in the gas phase, from the OMol25 dataset.

The geometry in XYZ format:
```
18
Properties=species:S:1:pos:R:3:forces:R:3:mulliken_charge:R:1
C -0.49541 -1.62278 -1.56967 -0.010 -0.089 0.068 -1.177
C 0.41865 0.49204 0.44983 0.671 -0.088 0.122 0.517
C -0.98194 0.25524 0.06423 -0.494 -0.405 -0.350 0.893
N 2.65438 0.50505 -0.07581 -0.021 0.168 0.307 -0.709
N 0.71179 0.84778 1.77114 0.031 -0.001 -0.049 -0.566
N -1.92722 1.13662 0.61513 -0.080 0.342 0.210 -0.566
C -1.36613 -0.67976 -0.81562 0.244 0.090 0.220 -0.621
N 1.33154 0.28487 -0.41676 -0.205 0.143 -0.438 -0.249
H 2.90546 0.18646 0.85819 -0.030 -0.145 -0.075 0.217
H 3.23607 0.06778 -0.78040 -0.098 0.064 0.230 0.259
H -0.06562 1.11261 2.35375 0.139 -0.021 -0.036 0.161
H 1.48760 1.48913 1.85312 -0.010 0.085 0.027 0.253
H -2.87969 0.83790 0.46332 0.063 0.028 0.110 0.229
H -1.77621 1.41525 1.57307 -0.147 -0.038 -0.121 0.172
H -2.42604 -0.75711 -1.02961 -0.138 0.110 0.045 0.246
H -0.97111 -2.60074 -1.63716 -0.023 -0.072 -0.053 0.379
H 0.47533 -1.71399 -1.09383 0.015 -0.131 -0.093 0.314
H -0.33145 -1.25636 -2.58292 0.094 -0.041 -0.123 0.248
```
Positions in Å, forces in eV/Å.

For the HOMO-LUMO gap, the calculation gives 8.626 eV. The relative energy (zero: lowest compared OMol25 entry of this formula, charge and spin) comes out at 34.2 kcal/mol. Its molar mass is 114.15 g mol⁻¹. As for the SMILES: C/C=C(N)\C(N)=N\N. The calculation puts the HOMO energy at -7.672 eV.



- Which of these has the lowest relative energy (zero: lowest compared OMol25 entry of this formula, charge and spin)?
  number 8